Entry 1:
CH2I2O | ωB97M-V with the def2-TZVPD basis set

```
6
Properties=species:S:1:pos:R:3:forces:R:3:mulliken_charge:R:1
I 2.784359 -1.244636 -0.037360 -0.1 0.0 -0.1 0.21
I 1.654315 2.097847 0.123821 0.3 1.0 -0.1 0.22
O -0.063067 -0.106227 1.106353 2.7 -0.3 -2.1 -0.58
C 1.274201 0.159468 -0.248591 -3.1 -1.3 3.2 -0.49
H 0.505081 -0.053967 -0.959513 0.3 0.0 -0.8 0.36
H 0.072131 -1.052537 1.322269 -0.1 0.6 -0.1 0.28
```
Forces are in eV/Å.

Calculated values
**Total charge**: 0
**Lowest unoccupied orbital energy**: -0.33 eV
**ΔE to the lowest compared entry with this formula, charge and spin**: 45.37 kcal/mol
**HOMO-LUMO gap**: 9.512 eV
**Largest force on an atom**: 4.65 eV Å⁻¹

---

Entry 2:
CH2I2O3 | ωB97M-V with the def2-TZVPD basis set

```
8
Properties=species:S:1:pos:R:3:forces:R:3:mulliken_charge:R:1
I 0.140952 -0.638824 2.249147 -0.1 -0.8 1.0 -0.06
I -0.788005 2.498954 -1.175429 -0.1 -1.0 0.9 0.27
O -1.981393 -0.556306 0.094363 -1.8 -1.0 -1.5 -0.36
O -0.460376 1.086644 0.434677 1.1 4.0 -2.0 -0.45
O 1.039623 -0.789703 -0.765313 -0.5 0.3 -0.1 -0.55
C -1.055782 -0.008741 0.492860 0.4 -1.0 2.2 0.62
H 1.432828 -0.436260 0.052103 0.5 -0.5 -0.8 0.27
H 1.672154 -1.155765 -1.382407 0.5 0.1 0.3 0.27
```
Forces are in eV/Å.

Calculated values
**Total charge**: 0
**Lowest unoccupied orbital energy (alpha / beta)**: -2.59 / -2.59 eV
**ΔE to the lowest compared entry with this formula, charge and spin**: 47.41 kcal/mol
**HOMO-LUMO gap (alpha / beta)**: 6.988 / 6.987 eV
**Largest force on an atom**: 4.63 eV Å⁻¹

---

Entry 3:
CH2I2O3 | ωB97M-V with the def2-TZVPD basis set

```
8
Properties=species:S:1:pos:R:3:forces:R:3:mulliken_spin:R:1
I 0.941724 1.323188 2.156625 -0.4 2.7 3.4 1.53
I 1.080975 -1.234031 -1.872114 -0.4 0.2 0.0 0.07
O 1.214793 0.127466 0.627175 -1.0 -1.6 -4.6 0.36
O -0.608716 1.008448 -0.897922 1.9 -0.5 0.4 0.00
O -0.814730 -0.802917 0.420860 -0.7 -2.0 -0.2 0.01
C 0.069503 -0.089083 -0.273775 0.5 1.9 -0.3 0.02
H -0.457305 -1.713959 0.348041 -0.7 0.4 0.6 0.00
H -1.426243 1.380887 -0.508889 0.7 -1.0 0.5 0.00
```
Forces are in eV/Å.

Calculated values
**Total charge**: 0
**Lowest unoccupied orbital energy (alpha / beta)**: 0.19 / -3.11 eV
**Spin multiplicity**: 3
**ΔE to the lowest compared entry with this formula, charge and spin**: 0.00 kcal/mol
**HOMO-LUMO gap (alpha / beta)**: 7.330 / 6.514 eV
**Largest force on an atom**: 4.94 eV Å⁻¹

---

Entry 4:
CH2I4N2P | ωB97M-V with the def2-TZVPD basis set

```
10
Properties=species:S:1:pos:R:3:forces:R:3:mulliken_charge:R:1
I 2.791251 0.354190 0.477858 -0.6 0.4 -0.3 0.20
I -0.508859 -0.948787 -3.342964 0.1 0.3 0.4 0.25
I 0.172594 2.982367 -1.136911 0.1 -0.5 0.2 0.17
I -1.918047 -1.860694 2.256774 0.5 0.5 -0.1 0.31
P 0.685441 0.661217 -0.711598 0.6 -0.2 0.1 0.27
N -0.554993 0.260944 0.651726 -3.2 1.8 -1.3 -0.24
N 0.626089 -0.435770 -1.758803 -0.2 0.1 -0.1 -0.48
C -0.407439 -0.698393 1.456961 1.9 -1.2 1.0 0.02
H 0.708333 -0.920687 1.651651 -1.9 -0.2 -0.1 0.16
H -1.594371 0.605612 0.455306 2.7 -0.9 0.3 0.33
```
Forces are in eV/Å.

Calculated values
**Total charge**: +1
**Lowest unoccupied orbital energy**: -5.33 eV
**ΔE to the lowest compared entry with this formula, charge and spin**: 28.64 kcal/mol
**HOMO-LUMO gap**: 7.180 eV
**Largest force on an atom**: 3.91 eV Å⁻¹

---

Entry 5:
CH2IN2PS | ωB97M-V with the def2-TZVPD basis set

```
8
Properties=species:S:1:pos:R:3:forces:R:3:mulliken_charge:R:1
I -2.357545 -1.251479 -0.018024 0.7 0.3 0.1 0.04
S -3.639603 2.467025 0.433569 -1.8 0.2 0.6 -0.31
P -0.207246 -0.146308 -0.603600 -0.5 -3.5 -0.7 0.15
N -0.279427 1.192901 -1.351756 -2.5 4.3 0.6 -0.34
N -1.231816 2.232878 -0.782428 2.4 -2.0 -1.3 -0.18
C -2.359598 2.177836 -0.373005 1.6 0.3 0.1 0.36
H 0.094535 -0.916221 -1.756418 0.5 -0.2 0.8 0.13
H 0.650909 -0.657688 0.433565 -0.4 0.7 -0.1 0.15
```
Forces are in eV/Å.

Calculated values
**Total charge**: 0
**Lowest unoccupied orbital energy**: -0.86 eV
**ΔE to the lowest compared entry with this formula, charge and spin**: 63.93 kcal/mol
**HOMO-LUMO gap**: 7.942 eV
**Largest force on an atom**: 4.95 eV Å⁻¹
**SMILES**: S=C=NN=[PH2]I

---

Entry 6:
CH2INO | ωB97M-V with the def2-TZVPD basis set

```
6
Properties=species:S:1:pos:R:3:forces:R:3:mulliken_charge:R:1
I -2.487984 -0.573840 -0.158215 1.8 1.0 0.0 0.22
O 0.610392 1.762716 0.085581 -0.3 -1.9 -0.3 -0.50
N -0.340896 -0.372608 -0.077223 -0.8 -4.0 -0.9 -0.48
C 0.676193 0.539283 0.067389 -0.2 2.0 1.0 0.18
H 1.650929 0.066136 0.371517 -0.7 -0.3 -0.7 0.24
H -0.108636 -1.421686 -0.289047 0.2 3.1 0.8 0.34
```
Forces are in eV/Å.

Calculated values
**Total charge**: 0
**Lowest unoccupied orbital energy**: -1.41 eV
**ΔE to the lowest compared entry with this formula, charge and spin**: 43.24 kcal/mol
**HOMO-LUMO gap**: 8.305 eV
**Largest force on an atom**: 4.16 eV Å⁻¹
**SMILES**: O=CNI

---

Entry 7:
CH2INO | ωB97M-V with the def2-TZVPD basis set

```
6
Properties=species:S:1:pos:R:3:forces:R:3:mulliken_spin:R:1
I 2.360281 0.406141 0.122317 2.2 4.2 1.1 0.93
O 1.444046 -1.190440 0.472615 -2.4 -4.1 0.8 1.06
N -2.143129 1.201925 0.061693 0.1 0.7 0.1 0.00
C -2.089983 0.093957 0.324880 -0.3 -0.2 -0.4 -0.01
H 2.566786 0.444920 -1.406473 0.2 -0.1 -1.8 0.00
H -2.138002 -0.956504 0.424969 0.2 -0.4 0.3 0.00
```
Forces are in eV/Å.

Calculated values
**Total charge**: 0
**Lowest unoccupied orbital energy (alpha / beta)**: 0.47 / -1.82 eV
**Spin multiplicity**: 3
**ΔE to the lowest compared entry with this formula, charge and spin**: 66.37 kcal/mol
**HOMO-LUMO gap (alpha / beta)**: 7.386 / 9.116 eV
**Largest force on an atom**: 4.83 eV Å⁻¹

---

Entry 8:
CH2INO2 | ωB97M-V with the def2-TZVPD basis set

```
7
Properties=species:S:1:pos:R:3:forces:R:3:mulliken_charge:R:1
I -2.667576 0.549530 -0.005177 -0.2 0.3 -0.3 0.03
O -0.754397 -1.672609 0.064724 0.1 1.3 -0.7 -0.39
O 1.628012 0.013031 -0.153787 0.5 0.4 -3.1 -0.40
N 0.377559 0.522776 0.003440 -3.8 -4.0 2.0 -0.17
C -0.850452 -0.502078 -0.122516 3.7 1.0 1.5 0.35
H 0.128640 1.409662 -0.370105 0.7 0.8 -0.8 0.25
H 2.138213 -0.320310 0.583421 -1.1 0.3 1.4 0.34
```
Forces are in eV/Å.

Calculated values
**Total charge**: 0
**Lowest unoccupied orbital energy**: 0.14 eV
**ΔE to the lowest compared entry with this formula, charge and spin**: 49.76 kcal/mol
**HOMO-LUMO gap**: 9.913 eV
**Largest force on an atom**: 5.85 eV Å⁻¹
**SMILES**: O=C(I)NO

---

Entry 9:
CH2INO3S | ωB97M-V with the def2-TZVPD basis set

```
9
Properties=species:S:1:pos:R:3:forces:R:3:mulliken_charge:R:1
I -2.838274 -0.673010 -1.441878 0.8 0.0 0.3 0.21
S -0.780283 -1.544080 -0.432586 1.2 4.0 -0.8 0.81
O 0.177558 -1.928575 -1.386593 0.6 0.2 -0.8 -0.43
O -1.193485 -2.424434 0.550618 -0.7 -1.0 2.3 -0.37
O -0.142383 -0.015659 0.449872 -1.7 -1.5 1.5 -0.45
N 1.056848 1.890841 1.328490 -1.7 -2.6 0.3 -0.60
C 0.765888 1.005565 0.446628 1.5 1.8 -2.5 0.31
H 1.775541 2.555902 1.057414 -0.2 -0.4 -0.5 0.28
H 1.178589 1.133450 -0.571963 0.2 -0.4 0.3 0.23
```
Forces are in eV/Å.

Calculated values
**Total charge**: 0
**Lowest unoccupied orbital energy**: -2.55 eV
**ΔE to the lowest compared entry with this formula, charge and spin**: 19.29 kcal/mol
**HOMO-LUMO gap**: 7.528 eV
**Largest force on an atom**: 4.22 eV Å⁻¹
**SMILES**: [H]/N=C/OS(=O)(=O)I

---

Entry 10:
CH2INS | ωB97M-V with the def2-TZVPD basis set

```
6
Properties=species:S:1:pos:R:3:forces:R:3:mulliken_charge:R:1
I 1.827176 1.914071 -0.975207 -1.5 -1.7 1.5 0.12
S -1.571556 -1.418890 0.623790 0.2 0.1 0.0 -0.31
N 0.350637 0.207083 0.441045 2.2 2.0 -1.2 -0.47
C -0.490057 -0.493458 -0.230274 -1.1 -0.8 -0.4 0.17
H -0.429989 -0.481049 -1.309855 0.1 0.1 -0.2 0.26
H 0.313789 0.272242 1.450502 0.1 0.3 0.2 0.24
```
Forces are in eV/Å.

Calculated values
**Total charge**: 0
**Lowest unoccupied orbital energy (alpha / beta)**: -3.45 / -3.44 eV
**ΔE to the lowest compared entry with this formula, charge and spin**: 44.83 kcal/mol
**HOMO-LUMO gap (alpha / beta)**: 5.419 / 5.424 eV
**Largest force on an atom**: 3.17 eV Å⁻¹